{
  "formula": "C42H90F8N6O10S4",
  "method": "the ωB97M-V functional and the def2-TZVPD basis",
  "orbital_gap_ev": [5.6068, 1.5931],
  "total_charge": 3,
  "multiplicity": 2,
  "lumo_energy_ev": [-6.34, -10.35],
  "e_homo_ev": [-11.94, -11.94],
  "s2": 0.766,
  "symbols": ["C", "C", "C", "N", "C", "C", "C", "C", "C", "H", "H", "H", "H", "H", "H", "H", "H", "H", "H", "H", "H", "H", "H", "H", "H", "H", "H", "C", "C", "C", "N", "C", "C", "C", "C", "C", "H", "H", "H", "H", "H", "H", "H", "H", "H", "H", "H", "H", "H", "H", "H", "H", "H", "H", "C", "C", "C", "N", "C", "C", "C", "C", "C", "H", "H", "H", "H", "H", "H", "H", "H", "H", "H", "H", "H", "H", "H", "H", "H", "H", "H", "C", "C", "C", "N", "C", "C", "C", "C", "C", "H", "H", "H", "H", "H", "H", "H", "H", "H", "H", "H", "H", "H", "H", "H", "H", "H", "H", "C", "C", "C", "N", "C", "C", "C", "C", "C", "H", "H", "H", "H", "H", "H", "H", "H", "H", "H", "H", "H", "H", "H", "H", "H", "H", "H", "C", "F", "F", "F", "S", "O", "O", "O", "C", "F", "F", "F", "S", "O", "O", "O", "N", "S", "O", "O", "F", "S", "O", "O", "F"],
  "xyz": [[-3.114326, 0.520610, 5.886881], [-2.724136, 1.615190, 4.948901], [-1.766336, 2.697140, 5.626891], [-1.478916, 3.940930, 4.768521], [-0.598266, 4.904150, 5.658351], [-0.874526, 3.573490, 3.384181], [-1.903226, 3.995430, 2.347341], [-2.606916, 5.233400, 2.998271], [-2.777196, 4.723280, 4.442891], [-3.459966, 0.913440, 6.843081], [-2.436816, -0.318350, 6.045761], [-3.998526, 0.038320, 5.470141], [-3.551606, 2.050570, 4.388691], [-2.035346, 1.096730, 4.281921], [-0.814416, 2.317180, 5.997801], [-2.368076, 3.112290, 6.435381], [0.335174, 4.361680, 5.808361], [-1.130016, 4.928400, 6.609551], [-0.404016, 5.817430, 5.095961], [0.044514, 4.135570, 3.218251], [-0.540226, 2.536680, 3.347441], [-1.352016, 4.245790, 1.440931], [-2.496516, 3.095780, 2.183821], [-1.931156, 6.052100, 2.750911], [-3.539996, 5.462920, 2.483701], [-2.997396, 5.522680, 5.150401], [-3.664016, 4.096210, 4.534641], [5.614654, 2.794110, 0.201531], [4.292934, 3.570340, 0.235731], [4.161874, 4.479480, -0.977129], [3.216464, 5.720030, -0.860629], [1.831024, 5.308120, -0.382909], [3.159934, 6.460150, -2.198699], [2.752304, 7.894660, -1.795429], [2.957774, 7.951240, -0.255589], [3.655384, 6.743600, 0.111521], [6.433914, 3.510020, 0.135341], [5.590854, 2.190230, -0.705579], [5.789494, 2.139690, 1.055501], [4.080864, 4.161650, 1.126511], [3.499054, 2.824290, 0.200271], [3.896254, 3.875310, -1.844609], [5.154944, 4.879160, -1.182429], [1.612214, 4.728740, -1.279869], [1.255194, 6.220080, -0.225229], [1.816604, 4.736670, 0.545171], [2.379764, 5.981920, -2.790919], [4.126854, 6.186540, -2.620949], [1.690984, 8.002350, -2.019249], [3.376814, 8.607740, -2.333579], [2.041344, 8.092810, 0.317321], [3.550034, 8.833300, -0.012099], [3.292194, 6.423120, 1.087991], [4.743614, 6.794920, 0.076461], [-4.851866, -0.579840, 2.377341], [-3.989086, -1.738880, 2.672751], [-2.513276, -1.318500, 2.431031], [-1.448226, -2.485980, 2.422691], [-1.713596, -3.466830, 1.243201], [-1.579786, -3.268180, 3.758731], [-0.147656, -3.861310, 3.973851], [0.773304, -2.691650, 3.465361], [-0.048896, -1.983230, 2.348301], [-4.925086, -0.473120, 1.295051], [-4.582916, 0.420250, 2.717331], [-5.889886, -0.798540, 2.627881], [-4.320726, -2.537320, 2.008971], [-4.009936, -2.058750, 3.714551], [-2.116836, -0.589930, 3.138231], [-2.389586, -0.987480, 1.399911], [-1.923426, -2.999660, 0.281001], [-2.612366, -3.955680, 1.619141], [-0.967476, -4.259950, 1.194561], [-2.373986, -4.006850, 3.866911], [-1.724746, -2.423150, 4.431781], [0.107164, -4.636110, 3.250761], [0.189204, -4.132770, 4.974321], [1.775494, -3.086170, 3.297791], [0.842524, -1.936810, 4.248641], [0.342404, -2.153880, 1.345381], [-0.027736, -0.897570, 2.253471], [-3.876486, -5.428890, -2.684059], [-3.756376, -3.950340, -2.758959], [-5.077396, -3.205750, -2.808029], [-4.995366, -1.607340, -2.703899], [-4.280056, -1.330720, -1.356829], [-4.297246, -0.875240, -3.878859], [-5.271516, -0.587220, -4.991929], [-6.690076, -0.843250, -4.322839], [-6.414636, -0.954290, -2.803599], [-4.371686, -5.585150, -1.725689], [-2.843266, -5.728610, -2.508809], [-4.432166, -5.980800, -3.442159], [-3.099646, -3.608940, -3.559109], [-3.292236, -3.569760, -1.849099], [-5.734916, -3.544770, -2.007509], [-5.578696, -3.480110, -3.736219], [-4.416316, -2.076020, -0.573219], [-4.477156, -0.390620, -0.841589], [-3.206986, -1.330040, -1.548149], [-4.100436, 0.069800, -3.372629], [-3.339046, -1.368140, -4.043209], [-5.214386, 0.466870, -5.263449], [-5.063966, -1.190020, -5.876049], [-7.505506, -0.138640, -4.486249], [-6.981546, -1.725170, -4.893239], [-6.581296, 0.000670, -2.305219], [-7.133506, -1.629750, -2.339829], [5.746054, -6.517450, -0.262879], [4.665574, -5.391790, -0.469879], [5.267834, -3.928990, -0.633639], [4.229334, -2.823230, -1.110879], [3.880874, -3.035010, -2.644939], [4.886394, -1.365950, -0.986379], [4.362474, -0.784630, 0.357481], [3.216424, -1.669130, 0.832991], [2.957104, -2.653210, -0.231499], [6.594184, -6.309540, -0.915219], [5.437954, -7.562820, -0.282209], [6.113694, -6.481040, 0.762601], [3.929544, -5.285510, 0.327031], [3.920424, -5.554060, -1.248679], [5.982284, -3.899300, -1.456299], [5.636794, -3.496770, 0.296501], [3.289824, -2.189860, -2.997749], [3.439774, -4.009570, -2.854129], [4.825914, -2.905450, -3.172399], [4.434154, -0.769160, -1.778479], [5.972164, -1.434390, -0.919169], [4.046934, 0.230210, 0.115311], [5.114664, -0.764310, 1.146081], [2.289204, -1.132510, 1.034011], [3.487814, -2.205730, 1.742111], [2.101934, -2.265440, -0.785069], [2.678434, -3.677650, 0.015391], [2.253764, 1.278000, -4.886259], [1.241994, 1.256650, -4.079429], [3.311844, 0.942480, -4.040199], [2.241054, 0.244140, -5.750869], [2.692974, 3.002470, -5.652649], [2.984964, 3.931390, -4.555909], [3.876984, 2.717570, -6.493219], [1.543264, 3.401770, -6.409819], [0.106844, -5.266350, -3.093159], [-0.554126, -5.739280, -2.021499], [-0.670016, -4.702290, -3.995009], [1.025294, -4.464790, -2.548959], [1.098584, -6.694620, -3.963879], [0.058634, -7.350260, -4.764399], [2.054444, -5.971450, -4.779189], [1.652974, -7.450990, -2.891029], [-0.872986, -0.450350, -0.621329], [-0.288986, -0.659390, -1.970349], [1.173404, -0.715370, -2.103649], [-1.107426, -0.208670, -3.103949], [-0.441916, -2.264060, -2.026839], [-0.414156, 1.063600, -0.256069], [-1.243486, 2.266720, -0.617789], [0.990564, 1.307760, 0.021571], [-0.852466, 1.128430, 1.287901]],
  "atomic_forces_ev_per_a": [[-1.7, -0.4, 0.8], [3.2, 0.5, -0.3], [-2.2, 0.5, -0.6], [-0.2, 0.5, 0.3], [-0.3, -2.1, -1.2], [0.6, 0.8, 0.6], [0.3, -0.3, 0.4], [0.4, -2.0, -0.9], [0.0, 0.9, -0.5], [0.2, -0.2, 0.2], [0.5, 0.5, 0.0], [-0.2, 0.0, 0.0], [0.1, 0.0, 0.3], [-0.3, 0.3, -0.9], [-0.2, -0.2, -0.1], [0.4, -0.1, 0.4], [0.1, 0.2, 0.0], [0.1, 0.7, -0.2], [-0.4, 0.0, 0.4], [0.0, 0.4, 0.5], [-0.5, -0.1, 0.2], [-0.4, -0.1, -0.2], [-0.6, 0.5, -0.4], [0.0, 0.4, 1.0], [-0.1, -0.1, 0.4], [0.7, 0.0, 0.3], [0.4, -0.4, -0.3], [-0.2, 0.8, -0.2], [-1.0, -0.3, 0.3], [0.2, 0.5, 0.0], [0.1, -1.6, 0.9], [0.8, -0.2, -1.7], [-0.7, -0.8, 0.9], [0.3, -0.7, 0.0], [-0.4, 2.9, -1.0], [1.3, -1.8, 1.3], [0.2, -0.2, 0.0], [0.3, -0.1, 0.0], [-0.2, 0.1, 0.0], [0.6, -0.1, 0.3], [-0.3, 0.0, 0.0], [-0.4, 0.4, -0.2], [-0.1, 0.4, -0.1], [-1.5, -0.3, 0.6], [-0.2, -0.3, -0.5], [0.5, -0.1, -0.3], [0.2, -0.1, -0.1], [0.0, 1.0, -0.4], [0.2, 0.4, -0.3], [-0.4, 0.1, 0.1], [-0.2, -0.1, -0.3], [0.1, 0.0, 0.1], [0.7, -0.2, 0.2], [0.0, 0.2, 0.1], [-1.6, 1.0, -1.1], [2.3, -0.2, 0.8], [0.7, -1.8, -1.5], [-1.6, -1.3, -0.4], [-1.2, -0.2, 1.7], [2.3, 0.4, 0.3], [0.6, 1.7, -1.5], [-1.4, 0.6, 1.0], [1.4, -0.2, -1.1], [0.2, 0.1, -0.2], [0.2, -0.2, 0.5], [0.0, 0.2, 0.5], [0.3, -0.3, 0.2], [-0.6, -0.2, 0.0], [-0.3, -0.1, -0.1], [-0.1, 0.7, 0.1], [0.5, 0.3, 0.2], [-0.2, -0.2, -0.6], [0.3, 0.5, -0.1], [-0.2, 0.3, -0.7], [-0.1, -0.4, 0.6], [-0.7, -0.6, 0.4], [-0.7, -0.2, 0.0], [-0.2, 0.4, -0.7], [0.3, -0.1, 0.3], [-0.2, -0.9, -0.1], [-0.2, 0.2, 1.2], [0.1, -0.2, 1.5], [0.1, 2.5, -0.2], [-0.6, 0.5, -0.9], [-0.9, -0.3, 1.2], [0.7, 0.1, -0.5], [0.7, 0.3, 1.9], [-0.9, 0.4, 0.5], [1.1, -0.4, -0.6], [-0.6, -2.0, -0.9], [-0.3, -0.6, 0.1], [-0.2, -0.8, -0.5], [0.4, 0.3, -0.2], [0.0, -0.1, -0.3], [0.5, -0.4, 0.2], [0.0, 0.4, 0.2], [-0.2, 0.5, -0.2], [-0.6, -0.5, -0.6], [-0.6, 0.3, -0.9], [-0.1, 0.0, -0.3], [0.5, 0.1, -0.2], [-0.2, 0.0, -0.4], [0.4, -0.1, -0.1], [-0.4, 0.0, 0.1], [0.5, 0.4, -0.2], [-0.6, -0.5, 1.1], [1.1, 0.1, 0.0], [0.2, -0.2, 0.1], [-0.3, 1.2, 0.7], [-0.5, 1.1, 0.2], [-1.6, -0.1, -0.6], [-0.3, 1.3, -1.0], [0.9, 0.6, 1.1], [-1.1, -1.4, 1.4], [0.2, 0.0, -0.4], [0.2, -0.2, 1.2], [-0.2, -1.7, -2.0], [-0.1, -0.4, -0.1], [-0.5, 0.3, -0.9], [0.2, 0.5, 0.1], [0.5, -0.5, 0.9], [0.7, -0.4, -0.9], [0.3, 0.0, 0.4], [0.4, -0.4, 0.0], [-0.5, -0.3, 0.4], [-0.1, 0.1, 0.2], [0.1, -0.4, 0.1], [0.6, -0.3, -0.3], [-0.2, -0.1, -0.8], [-0.1, 0.0, 0.4], [0.2, 0.2, -0.3], [0.2, 0.2, 0.0], [0.2, 0.3, 0.2], [0.6, -0.2, -1.0], [0.0, 0.1, 0.5], [3.0, -1.9, 1.0], [-1.4, 0.8, -0.6], [-0.1, 1.0, -0.8], [-0.7, 1.8, 0.1], [0.3, -0.6, 1.1], [0.0, -1.3, -0.9], [-0.9, 0.4, 0.6], [-0.1, 0.0, -0.5], [2.6, -3.8, -0.9], [-1.3, 0.3, 0.0], [-0.6, 1.1, 0.7], [0.2, 1.8, 0.0], [-1.9, 0.1, -2.5], [0.7, 0.6, 1.2], [0.1, 0.6, 0.5], [0.4, -0.3, 1.4], [-1.0, 3.4, 4.5], [3.5, -5.2, -9.3], [-2.0, 2.0, 0.6], [1.4, -0.1, 2.5], [-1.4, 0.4, 0.5], [-0.9, 5.9, 3.6], [2.0, -3.8, -1.0], [-0.8, -0.9, -1.9], [-0.9, -1.6, 1.0]],
  "lowdin_spin": [0.00, 0.00, 0.00, 0.00, 0.00, 0.00, 0.00, 0.00, 0.00, 0.00, 0.00, 0.00, 0.00, 0.00, 0.00, 0.00, 0.00, 0.00, 0.00, 0.00, 0.00, 0.00, 0.00, 0.00, 0.00, 0.00, 0.00, 0.00, 0.00, 0.00, 0.00, 0.00, 0.00, 0.00, 0.00, 0.00, 0.00, 0.00, 0.00, 0.00, 0.00, 0.00, 0.00, 0.00, 0.00, 0.00, 0.00, 0.00, 0.00, 0.00, 0.00, 0.00, 0.00, 0.00, 0.00, 0.00, 0.00, 0.00, 0.00, 0.00, 0.00, 0.00, 0.00, 0.00, 0.00, 0.00, 0.00, 0.00, 0.00, 0.00, 0.00, 0.00, 0.00, 0.00, 0.00, 0.00, 0.00, 0.00, 0.00, 0.00, 0.00, 0.00, 0.00, 0.00, 0.00, 0.00, 0.00, 0.00, 0.00, 0.00, 0.00, 0.00, 0.00, 0.00, 0.00, 0.00, 0.00, 0.00, 0.00, 0.00, 0.00, 0.00, 0.00, 0.00, 0.00, 0.00, 0.00, 0.00, 0.00, 0.00, 0.00, 0.00, 0.00, 0.00, 0.00, 0.00, 0.00, 0.00, 0.00, 0.00, 0.00, 0.00, 0.00, 0.00, 0.00, 0.00, 0.00, 0.00, 0.00, 0.00, 0.00, 0.00, 0.00, 0.00, 0.00, -0.01, 0.00, 0.00, 0.00, -0.06, 0.28, 0.48, 0.32, 0.00, 0.00, 0.00, 0.00, 0.00, 0.00, 0.00, 0.00, 0.00, 0.00, 0.00, 0.00, 0.00, 0.00, 0.00, 0.00, 0.00]
}